Entry A
Below is a cluster of 11 separate species, C44H121N11O11 in total, with properties calculated with ωB97M-V/def2-TZVPD.

The geometry in XYZ format:
```
187
C44H121N11O11 | OMol25 | ωB97M-V/def2-TZVPD
C -5.873 -5.690 -3.145
C -5.030 -4.750 -2.295
C -5.362 -3.225 -2.276
O -4.440 -2.704 -1.320
C -4.698 -1.333 -1.118
N -4.962 -5.232 -0.912
H -5.428 -6.665 -3.315
H -5.745 -5.260 -4.150
H -6.916 -5.555 -2.858
H -4.011 -4.915 -2.667
H -6.414 -3.189 -1.970
H -5.243 -2.769 -3.262
H -5.662 -1.069 -0.673
H -4.683 -0.799 -2.078
H -3.884 -0.919 -0.524
H -4.596 -4.389 -0.469
H -5.904 -5.197 -0.511
C -0.103 -1.442 5.996
C 0.907 -0.330 5.760
C 2.385 -0.702 5.630
O 2.865 -1.589 6.592
C 2.798 -1.177 7.973
N 0.364 0.414 4.614
H 0.019 -2.235 5.258
H -1.116 -1.038 6.017
H -0.030 -1.834 7.016
H 0.746 0.328 6.629
H 2.968 0.230 5.597
H 2.614 -1.225 4.698
H 3.205 -0.169 8.053
H 3.350 -1.951 8.496
H 1.744 -1.221 8.248
H 0.962 1.214 4.386
H -0.470 0.932 4.875
C 0.108 -0.435 -0.575
C 0.855 -0.389 0.790
C 2.107 0.494 0.775
O 3.063 -0.058 -0.097
C 4.181 0.791 -0.224
N -0.107 0.083 1.815
H 0.523 -1.146 -1.292
H 0.087 0.484 -1.169
H -0.947 -0.667 -0.411
H 1.300 -1.354 1.062
H 2.429 0.621 1.816
H 1.804 1.500 0.455
H 3.915 1.842 -0.362
H 4.865 0.441 -0.996
H 4.748 0.723 0.710
H 0.362 0.039 2.740
H -0.740 -0.715 1.816
C -2.772 -4.877 -6.632
C -2.956 -3.400 -6.298
C -1.882 -2.904 -5.332
O -2.034 -3.606 -4.094
C -1.421 -2.933 -2.995
N -2.806 -2.652 -7.565
H -1.849 -5.035 -7.191
H -3.633 -5.305 -7.140
H -2.647 -5.422 -5.693
H -3.936 -3.144 -5.893
H -1.852 -1.816 -5.233
H -0.908 -3.236 -5.720
H -0.663 -3.588 -2.558
H -2.267 -2.892 -2.305
H -1.059 -1.915 -3.143
H -1.929 -2.799 -8.052
H -2.797 -1.657 -7.360
C 7.864 -0.690 0.680
C 9.127 -1.115 1.357
C 10.434 -0.880 0.585
O 11.468 -1.538 1.314
C 11.619 -2.924 1.260
N 9.268 -0.542 2.699
H 6.973 -0.828 1.287
H 7.808 -1.198 -0.288
H 7.833 0.355 0.344
H 9.015 -2.203 1.383
H 10.758 0.154 0.471
H 10.419 -1.318 -0.422
H 10.736 -3.436 1.675
H 12.504 -3.167 1.839
H 11.601 -3.385 0.264
H 9.414 0.466 2.670
H 10.206 -0.830 2.976
C -6.914 2.510 -3.254
C -5.681 2.173 -4.079
C -4.423 2.095 -3.197
O -3.337 1.391 -3.753
C -2.082 1.594 -3.161
N -5.875 0.843 -4.665
H -7.844 2.065 -3.598
H -6.945 3.580 -3.042
H -6.814 2.064 -2.255
H -5.450 2.921 -4.840
H -4.641 1.614 -2.235
H -4.109 3.118 -2.939
H -1.697 2.565 -3.479
H -1.428 0.763 -3.425
H -2.139 1.555 -2.066
H -5.987 0.143 -3.928
H -4.923 0.554 -4.906
C -1.678 5.903 -3.273
C -2.549 6.008 -2.023
C -1.888 5.553 -0.739
O -1.577 4.166 -0.960
C -0.997 3.599 0.198
N -3.049 7.373 -1.962
H -1.183 4.930 -3.316
H -0.916 6.685 -3.336
H -2.265 6.043 -4.182
H -3.479 5.441 -2.148
H -2.505 5.744 0.140
H -0.904 6.023 -0.622
H -0.866 2.526 0.070
H -1.632 3.745 1.080
H -0.059 4.142 0.372
H -3.849 7.523 -2.567
H -2.404 8.022 -2.404
C 5.254 0.071 3.777
C 6.058 1.184 4.475
C 5.292 1.931 5.580
O 4.234 2.675 4.956
C 3.415 3.267 5.948
N 7.314 0.691 5.040
H 5.884 -0.395 3.019
H 4.412 0.507 3.237
H 4.846 -0.757 4.360
H 6.238 1.937 3.704
H 5.937 2.584 6.170
H 4.881 1.204 6.293
H 2.625 3.821 5.449
H 3.901 3.904 6.695
H 3.029 2.425 6.541
H 7.016 0.199 5.888
H 7.651 -0.142 4.556
C -0.815 -4.011 2.390
C -2.057 -4.510 1.703
C -3.375 -3.864 2.100
O -3.817 -4.017 3.488
C -3.573 -5.218 4.248
N -1.948 -4.217 0.253
H 0.073 -4.584 2.115
H -0.894 -4.139 3.473
H -0.600 -2.964 2.171
H -2.103 -5.590 1.895
H -4.256 -4.256 1.597
H -3.178 -2.795 2.071
H -3.874 -5.109 5.287
H -2.499 -5.385 4.195
H -4.191 -6.005 3.814
H -1.268 -4.898 -0.077
H -2.810 -4.482 -0.210
C 2.567 4.037 -7.490
C 2.747 5.049 -6.375
C 3.292 4.494 -5.063
O 2.289 3.730 -4.435
C 2.605 3.437 -3.100
N 3.501 6.227 -6.907
H 2.126 4.493 -8.379
H 1.911 3.244 -7.128
H 3.503 3.633 -7.880
H 1.796 5.549 -6.165
H 3.544 5.370 -4.454
H 4.225 3.960 -5.267
H 1.954 2.637 -2.741
H 2.470 4.334 -2.488
H 3.591 2.958 -3.054
H 3.856 6.817 -6.164
H 2.846 6.776 -7.445
C -3.416 -0.666 4.405
C -4.607 -0.365 3.499
C -4.253 0.486 2.304
O -5.473 0.973 1.761
C -5.275 2.035 0.827
N -5.235 -1.634 3.094
H -2.982 0.247 4.824
H -2.672 -1.317 3.945
H -3.755 -1.216 5.288
H -5.414 0.190 3.983
H -3.624 0.023 1.530
H -3.583 1.304 2.607
H -6.145 2.676 0.960
H -5.122 1.697 -0.198
H -4.392 2.602 1.138
H -4.496 -2.316 2.891
H -5.636 -2.041 3.933
```

Output
* HOMO energy: -8.81 eV
* SMILES string: COC[C@H](C)N.COC[C@H](C)N.COC[C@H](C)N.COC[C@H](C)N.COC[C@H](C)N.COC[C@H](C)N.COC[C@H](C)N.COC[C@H](C)N.COC[C@H](C)N.COC[C@H](C)N.COC[C@H](C)N
* frontier orbital gap: 9.23 eV
* LUMO: 0.0154 Eh

***

Entry B
Below is a cluster of 11 separate species, C44H121N11O11 in total, with properties calculated with ωB97M-V/def2-TZVPD.

The geometry in XYZ format:
```
187
C44H121N11O11 | OMol25 | ωB97M-V/def2-TZVPD
C -3.838 14.076 21.977
C -4.393 14.446 23.354
C -4.634 13.248 24.237
O -5.297 13.692 25.376
C -5.618 12.642 26.272
N -3.537 15.443 24.031
H -4.316 13.149 21.632
H -2.798 13.748 22.096
H -3.980 14.867 21.252
H -5.399 14.864 23.166
H -3.676 12.769 24.495
H -5.246 12.535 23.668
H -6.290 11.909 25.803
H -6.112 13.076 27.135
H -4.712 12.105 26.586
H -3.898 15.511 24.980
H -3.695 16.329 23.563
C 3.957 16.147 15.784
C 4.074 17.526 16.432
C 3.577 17.532 17.867
O 3.711 18.809 18.422
C 3.159 18.869 19.711
N 5.441 18.056 16.311
H 2.908 15.964 15.571
H 4.375 15.407 16.476
H 4.517 16.142 14.854
H 3.379 18.174 15.872
H 4.239 16.851 18.448
H 2.547 17.167 17.978
H 2.141 18.467 19.767
H 3.166 19.909 20.023
H 3.796 18.301 20.412
H 5.391 18.979 16.748
H 6.020 17.529 16.980
C -4.250 14.662 17.748
C -5.566 14.349 17.015
C -5.997 15.509 16.128
O -7.379 15.374 15.844
C -7.934 16.523 15.275
N -5.491 13.076 16.307
H -3.393 14.776 17.073
H -4.036 13.849 18.441
H -4.345 15.589 18.318
H -6.300 14.288 17.829
H -5.452 15.341 15.176
H -5.715 16.486 16.535
H -8.989 16.319 15.090
H -7.410 16.771 14.346
H -7.935 17.382 15.961
H -6.405 12.881 15.907
H -4.851 13.163 15.522
C 8.097 7.149 20.374
C 6.671 7.374 20.919
C 5.835 8.208 19.996
O 6.165 9.566 20.171
C 5.682 10.406 19.156
N 6.006 6.059 21.072
H 8.729 8.016 20.561
H 8.058 7.028 19.285
H 8.548 6.233 20.753
H 6.781 7.874 21.892
H 4.778 8.009 20.250
H 5.988 7.896 18.954
H 5.476 11.391 19.582
H 4.767 9.996 18.729
H 6.459 10.563 18.399
H 6.631 5.498 21.654
H 5.193 6.152 21.683
C 3.579 13.744 19.959
C 2.394 14.348 20.730
C 1.153 14.382 19.867
O 0.139 15.051 20.611
C -1.084 15.115 19.903
N 2.210 13.604 21.959
H 4.418 13.505 20.623
H 3.950 14.529 19.297
H 3.361 12.790 19.470
H 2.669 15.390 20.933
H 0.844 13.351 19.633
H 1.340 14.932 18.939
H -1.558 14.142 19.717
H -0.961 15.614 18.930
H -1.760 15.720 20.511
H 1.514 14.046 22.576
H 1.738 12.705 21.767
C 4.622 9.355 23.491
C 3.697 10.409 22.888
C 2.259 9.995 22.824
O 1.559 10.785 21.892
C 0.237 10.329 21.681
N 3.818 11.696 23.633
H 5.667 9.589 23.289
H 4.403 8.386 23.024
H 4.507 9.257 24.573
H 4.067 10.586 21.860
H 1.835 9.967 23.839
H 2.207 8.943 22.477
H -0.345 10.286 22.610
H 0.256 9.327 21.222
H -0.288 10.985 20.985
H 4.782 11.985 23.428
H 3.267 12.372 23.088
C 5.381 15.547 23.611
C 4.919 14.885 24.910
C 5.236 15.776 26.093
O 6.613 15.955 26.344
C 7.263 14.784 26.773
N 3.481 14.606 24.903
H 5.279 14.884 22.749
H 6.416 15.909 23.664
H 4.806 16.470 23.438
H 5.490 13.962 25.040
H 4.736 15.422 27.005
H 4.818 16.773 25.910
H 6.701 14.322 27.596
H 8.240 15.073 27.156
H 7.414 14.066 25.962
H 3.005 15.164 24.204
H 3.353 13.634 24.631
C -0.688 17.635 24.197
C 0.391 16.556 24.162
C -0.179 15.186 24.420
O 0.872 14.260 24.282
C 0.444 12.939 24.412
N 1.098 16.620 22.872
H -1.329 17.521 23.309
H -0.253 18.622 24.032
H -1.331 17.600 25.075
H 1.163 16.744 24.917
H -0.984 14.931 23.721
H -0.591 15.171 25.441
H -0.250 12.813 25.251
H 1.331 12.316 24.513
H -0.107 12.613 23.508
H 0.578 16.042 22.194
H 1.979 16.114 22.943
C 2.090 12.704 16.057
C 0.627 12.899 16.285
C 0.057 14.113 15.563
O 0.707 15.260 16.045
C 0.115 16.446 15.580
N -0.112 11.717 15.812
H 2.304 12.294 15.069
H 2.441 11.923 16.746
H 2.664 13.591 16.307
H 0.433 13.057 17.357
H -1.023 14.121 15.790
H 0.192 14.034 14.477
H 0.130 16.525 14.482
H 0.707 17.294 15.931
H -0.920 16.526 15.934
H -1.058 11.713 16.191
H 0.290 10.870 16.209
C 8.938 10.831 22.399
C 7.917 11.823 22.966
C 8.489 13.198 23.175
O 9.490 13.128 24.156
C 10.104 14.366 24.380
N 6.725 11.958 22.076
H 9.385 11.208 21.477
H 8.498 9.837 22.336
H 9.794 10.724 23.082
H 7.492 11.409 23.889
H 7.679 13.856 23.521
H 8.889 13.573 22.220
H 9.358 15.173 24.423
H 10.824 14.634 23.588
H 10.666 14.314 25.310
H 6.407 11.051 21.750
H 7.015 12.501 21.254
C 8.569 16.204 20.674
C 7.928 16.098 19.283
C 6.838 15.059 19.304
O 7.306 13.831 19.769
C 8.207 13.215 18.896
N 7.479 17.427 18.780
H 9.301 17.011 20.715
H 9.145 15.288 20.876
H 7.880 16.270 21.522
H 8.769 15.765 18.665
H 6.294 14.874 18.368
H 6.057 15.386 20.002
H 7.736 12.996 17.922
H 8.494 12.245 19.309
H 9.131 13.770 18.698
H 6.851 17.813 19.486
H 8.279 18.048 18.758
```

Output
* HOMO energy: -8.30 eV
* SMILES string: COC[C@H](C)N.COC[C@H](C)N.COC[C@H](C)N.COC[C@H](C)N.COC[C@H](C)N.COC[C@H](C)N.COC[C@H](C)N.COC[C@H](C)N.COC[C@H](C)N.COC[C@H](C)N.COC[C@H](C)N
* frontier orbital gap: 8.62 eV
* LUMO: 0.0117 Eh

***

Entry C
Below is a cluster of 11 separate species, C44H121N11O11 in total, with properties calculated with ωB97M-V/def2-TZVPD.

The geometry in XYZ format:
```
187
C44H121N11O11 | OMol25 | ωB97M-V/def2-TZVPD
C 0.429 -0.860 -2.522
C 1.536 -0.744 -1.551
C 1.863 0.758 -1.511
O 2.925 1.024 -0.605
C 4.170 0.289 -0.835
N 1.132 -1.120 -0.173
H -0.379 -0.133 -2.437
H 0.068 -1.882 -2.640
H 0.982 -0.798 -3.459
H 2.414 -1.269 -1.926
H 0.976 1.269 -1.136
H 2.081 1.077 -2.530
H 4.933 0.594 -0.119
H 4.350 0.316 -1.910
H 4.092 -0.777 -0.624
H 1.628 -0.687 0.593
H 0.245 -0.727 0.108
C 11.002 3.127 4.371
C 10.507 4.389 5.030
C 11.486 4.735 6.182
O 11.114 5.862 6.903
C 11.985 6.201 7.915
N 10.526 5.417 4.049
H 11.059 2.232 4.992
H 12.030 3.289 4.047
H 10.467 2.835 3.467
H 9.511 4.234 5.445
H 12.507 4.880 5.829
H 11.496 3.846 6.814
H 13.041 6.347 7.688
H 11.943 5.418 8.671
H 11.596 7.137 8.317
H 10.563 6.311 4.517
H 9.667 5.415 3.517
C -2.253 -10.572 -4.987
C -0.990 -10.627 -4.189
C -0.614 -9.368 -3.385
O 0.701 -9.416 -2.861
C 1.060 -8.327 -2.008
N -1.034 -11.759 -3.226
H -2.204 -9.629 -5.530
H -3.122 -10.695 -4.341
H -2.359 -11.397 -5.692
H -0.182 -10.891 -4.872
H -1.440 -9.272 -2.680
H -0.576 -8.406 -3.898
H 0.351 -8.257 -1.182
H 1.028 -7.333 -2.456
H 2.087 -8.495 -1.686
H -0.272 -11.531 -2.604
H -1.768 -11.657 -2.539
C 3.357 8.346 0.198
C 4.913 8.528 0.252
C 5.322 9.864 0.779
O 5.053 10.807 -0.223
C 5.410 12.133 0.104
N 5.402 7.466 1.132
H 3.037 7.347 -0.098
H 2.983 8.968 -0.616
H 2.818 8.762 1.050
H 5.355 8.397 -0.736
H 6.363 9.882 1.099
H 4.853 10.175 1.713
H 4.908 12.653 -0.712
H 6.477 12.345 0.175
H 4.957 12.427 1.051
H 5.148 7.670 2.088
H 4.864 6.622 0.993
C -5.917 1.744 3.513
C -4.746 2.465 4.082
C -5.167 3.098 5.395
O -6.259 3.974 5.254
C -6.615 4.673 6.437
N -3.658 1.536 3.969
H -6.159 0.820 4.039
H -5.736 1.546 2.457
H -6.860 2.291 3.481
H -4.527 3.154 3.266
H -4.296 3.626 5.784
H -5.328 2.283 6.101
H -6.615 4.002 7.295
H -7.583 5.110 6.190
H -5.826 5.401 6.620
H -2.816 2.061 4.162
H -3.718 0.861 4.717
C 11.010 4.706 -2.845
C 11.969 5.945 -2.590
C 11.233 7.277 -2.713
O 12.115 8.356 -2.785
C 11.516 9.668 -2.723
N 12.591 5.735 -1.298
H 10.685 4.606 -3.880
H 10.057 4.776 -2.322
H 11.470 3.791 -2.472
H 12.745 6.014 -3.352
H 10.583 7.468 -1.860
H 10.604 7.313 -3.603
H 11.048 9.865 -3.688
H 12.297 10.414 -2.577
H 10.823 9.852 -1.903
H 11.831 5.798 -0.635
H 13.101 6.592 -1.137
C -8.754 0.237 -4.859
C -9.501 -0.210 -6.085
C -11.056 -0.336 -5.797
O -11.763 -0.773 -7.003
C -13.053 -1.318 -6.669
N -9.249 0.743 -7.176
H -8.892 1.273 -4.549
H -7.665 0.212 -4.900
H -9.008 -0.419 -4.027
H -9.088 -1.173 -6.383
H -11.511 0.631 -5.585
H -11.344 -0.941 -4.937
H -13.666 -0.699 -6.015
H -13.052 -2.321 -6.243
H -13.653 -1.307 -7.579
H -9.455 1.668 -6.825
H -9.815 0.495 -7.975
C -3.379 -5.385 -9.329
C -2.048 -5.641 -9.955
C -1.911 -5.255 -11.430
O -2.876 -6.019 -12.151
C -2.902 -5.624 -13.523
N -1.063 -4.858 -9.176
H -3.567 -4.324 -9.167
H -3.331 -5.783 -8.315
H -4.189 -5.862 -9.881
H -1.821 -6.705 -9.882
H -0.883 -5.461 -11.730
H -2.089 -4.193 -11.595
H -2.807 -4.540 -13.588
H -3.766 -5.993 -14.075
H -2.027 -5.972 -14.072
H -0.177 -5.303 -9.369
H -1.211 -5.031 -8.192
C 4.369 1.022 6.613
C 2.875 1.024 6.739
C 2.470 1.327 8.189
O 2.950 2.594 8.655
C 2.579 2.796 10.024
N 2.273 1.905 5.727
H 4.865 1.944 6.917
H 4.647 0.727 5.602
H 4.779 0.215 7.220
H 2.372 0.087 6.501
H 2.924 0.565 8.823
H 1.382 1.296 8.260
H 2.622 1.856 10.574
H 1.573 3.211 10.088
H 3.304 3.440 10.523
H 2.477 2.873 5.933
H 2.713 1.699 4.842
C -10.468 -6.743 -2.667
C -9.041 -6.690 -2.935
C -8.140 -6.102 -1.796
O -6.711 -6.272 -1.939
C -5.979 -5.281 -1.293
N -8.647 -8.013 -3.331
H -10.885 -5.825 -2.252
H -10.646 -7.445 -1.852
H -11.093 -7.032 -3.512
H -8.758 -6.077 -3.790
H -8.540 -6.507 -0.867
H -8.295 -5.023 -1.772
H -4.947 -5.627 -1.356
H -6.250 -5.190 -0.241
H -6.115 -4.276 -1.693
H -7.641 -7.933 -3.317
H -8.831 -8.580 -2.516
C -6.806 -3.538 9.130
C -6.171 -3.235 7.788
C -4.559 -3.269 7.966
O -3.875 -3.218 6.691
C -2.898 -4.151 6.346
N -6.544 -4.184 6.765
H -6.406 -4.456 9.560
H -7.887 -3.580 8.995
H -6.626 -2.731 9.840
H -6.501 -2.280 7.379
H -4.270 -4.184 8.482
H -4.190 -2.506 8.652
H -2.075 -4.104 7.059
H -2.565 -3.814 5.364
H -3.341 -5.131 6.171
H -6.205 -5.130 6.874
H -6.128 -3.849 5.908
```

Output
* HOMO energy: -9.05 eV
* SMILES string: COC[C@H](C)N.COC[C@H](C)N.COC[C@H](C)N.COC[C@H](C)N.COC[C@H](C)N.COC[C@H](C)N.COC[C@H](C)N.COC[C@H](C)N.COC[C@H](C)N.COC[C@H](C)N.COC[C@H](C)N
* frontier orbital gap: 9.38 eV
* LUMO: 0.0121 Eh

***

Entry D
Below is a cluster of 11 separate species, C44H121N11O11 in total, with properties calculated with ωB97M-V/def2-TZVPD.

The geometry in XYZ format:
```
187
C44H121N11O11 | OMol25 | ωB97M-V/def2-TZVPD
C -5.629 6.118 -8.838
C -5.389 5.201 -7.665
C -3.905 5.130 -7.124
O -2.987 4.509 -7.980
C -1.658 4.929 -7.631
N -6.318 5.625 -6.628
H -4.935 5.880 -9.644
H -5.490 7.145 -8.499
H -6.658 6.059 -9.194
H -5.628 4.203 -8.034
H -3.869 4.586 -6.180
H -3.604 6.167 -6.975
H -0.939 4.278 -8.129
H -1.459 4.791 -6.569
H -1.447 5.936 -7.992
H -7.249 5.361 -6.916
H -6.074 5.140 -5.776
C -4.536 -5.494 4.085
C -3.585 -4.651 3.223
C -2.973 -5.499 2.148
O -2.206 -6.572 2.725
C -1.421 -7.119 1.670
N -4.306 -3.476 2.641
H -3.987 -6.357 4.461
H -5.493 -5.813 3.671
H -4.789 -4.914 4.972
H -2.801 -4.357 3.922
H -2.347 -4.865 1.520
H -3.795 -5.870 1.535
H -2.033 -7.388 0.808
H -0.840 -7.943 2.085
H -0.717 -6.361 1.327
H -4.691 -2.889 3.367
H -5.151 -3.904 2.291
C -0.678 0.290 -2.393
C -1.244 -0.390 -1.070
C -0.667 0.296 0.197
O 0.810 0.292 0.214
C 1.390 -0.973 0.625
N -2.688 -0.445 -0.941
H -1.052 1.281 -2.650
H -0.802 -0.288 -3.309
H 0.409 0.375 -2.384
H -0.902 -1.425 -1.040
H -1.087 -0.125 1.111
H -0.935 1.352 0.192
H 2.480 -0.972 0.604
H 1.040 -1.821 0.036
H 1.062 -1.220 1.634
H -2.772 -0.929 -0.059
H -3.050 -1.179 -1.534
C 8.491 4.659 -0.497
C 7.978 6.093 -0.465
C 6.389 6.120 -0.505
O 5.982 5.312 -1.588
C 4.584 5.136 -1.735
N 8.440 6.798 0.738
H 8.428 4.206 -1.487
H 7.910 3.938 0.078
H 9.445 4.515 0.009
H 8.525 6.663 -1.216
H 5.961 7.104 -0.696
H 5.866 5.786 0.391
H 3.988 6.049 -1.722
H 4.190 4.472 -0.966
H 4.259 4.676 -2.668
H 9.448 6.849 0.697
H 8.036 7.719 0.649
C -11.995 -2.172 3.399
C -10.616 -2.178 2.727
C -10.461 -3.291 1.586
O -9.212 -3.319 0.900
C -9.073 -4.483 0.071
N -10.534 -0.814 2.131
H -12.123 -1.471 4.224
H -12.131 -3.112 3.933
H -12.691 -1.994 2.580
H -9.823 -2.209 3.474
H -11.238 -3.284 0.820
H -10.492 -4.234 2.132
H -9.979 -4.592 -0.525
H -8.810 -5.410 0.580
H -8.240 -4.362 -0.621
H -9.716 -0.847 1.539
H -11.271 -0.591 1.477
C -5.448 -0.488 -8.407
C -6.068 -1.176 -9.647
C -7.223 -0.323 -10.285
O -8.290 -0.027 -9.435
C -9.199 0.931 -9.971
N -4.975 -1.377 -10.556
H -6.150 -0.050 -7.697
H -4.935 0.435 -8.677
H -4.785 -1.143 -7.842
H -6.455 -2.130 -9.290
H -7.622 -0.809 -11.176
H -6.776 0.596 -10.664
H -8.590 1.787 -10.264
H -9.954 1.251 -9.253
H -9.699 0.483 -10.829
H -4.391 -2.051 -10.081
H -5.538 -1.902 -11.210
C -0.783 1.081 12.198
C 0.402 1.925 11.695
C 0.637 1.946 10.180
O 0.820 0.575 9.667
C 0.610 0.394 8.290
N 0.138 3.321 12.108
H -0.795 0.194 11.565
H -1.736 1.586 12.043
H -0.716 0.754 13.236
H 1.269 1.505 12.206
H 1.552 2.488 9.938
H -0.226 2.433 9.726
H 0.840 -0.632 8.005
H 1.148 1.078 7.634
H -0.473 0.471 8.192
H 0.284 3.437 13.101
H -0.800 3.667 11.968
C -6.595 5.905 0.065
C -5.685 4.625 0.134
C -5.801 3.798 1.473
O -5.792 4.545 2.702
C -4.565 5.168 2.999
N -5.925 3.836 -1.093
H -7.598 5.702 0.441
H -6.688 6.316 -0.940
H -6.148 6.701 0.661
H -4.673 5.024 0.071
H -5.017 3.042 1.522
H -6.776 3.312 1.431
H -4.822 5.801 3.848
H -4.328 5.803 2.145
H -3.788 4.439 3.226
H -6.656 3.147 -0.992
H -5.132 3.219 -1.196
C 10.324 -2.584 -0.516
C 11.514 -3.060 -1.348
C 11.905 -4.552 -1.053
O 12.944 -4.944 -1.978
C 13.455 -6.205 -1.533
N 11.127 -2.840 -2.739
H 10.614 -2.460 0.527
H 9.442 -3.222 -0.465
H 9.915 -1.627 -0.840
H 12.389 -2.483 -1.049
H 11.094 -5.280 -1.073
H 12.335 -4.538 -0.051
H 14.130 -6.140 -0.680
H 13.965 -6.648 -2.388
H 12.659 -6.926 -1.344
H 11.385 -1.913 -3.045
H 11.622 -3.327 -3.473
C 5.007 -2.935 -3.924
C 5.453 -2.898 -5.357
C 5.718 -1.505 -5.866
O 5.860 -1.503 -7.289
C 6.532 -0.365 -7.755
N 6.662 -3.628 -5.411
H 4.105 -2.340 -3.782
H 5.641 -2.339 -3.267
H 4.792 -3.913 -3.495
H 4.884 -3.473 -6.088
H 6.553 -0.948 -5.441
H 4.854 -0.899 -5.594
H 6.668 -0.313 -8.835
H 7.549 -0.405 -7.366
H 5.995 0.545 -7.490
H 7.026 -3.450 -6.336
H 7.327 -3.055 -4.912
C 6.922 -2.053 11.466
C 5.821 -1.768 10.430
C 6.040 -2.386 9.065
O 7.226 -1.895 8.400
C 7.223 -2.332 7.099
N 4.609 -2.203 11.159
H 6.967 -3.102 11.758
H 6.765 -1.638 12.461
H 7.843 -1.599 11.099
H 5.612 -0.706 10.294
H 5.167 -2.272 8.421
H 6.214 -3.451 9.219
H 7.607 -3.351 7.061
H 7.954 -1.799 6.492
H 6.271 -2.253 6.573
H 4.437 -3.167 11.407
H 3.873 -1.910 10.533
```

Output
* HOMO energy: -9.13 eV
* SMILES string: COC[C@H](C)N.COC[C@H](C)N.COC[C@H](C)N.COC[C@H](C)N.COC[C@H](C)N.COC[C@H](C)N.COC[C@H](C)N.COC[C@H](C)N.COC[C@H](C)N.COC[C@H](C)N.COC[C@H](C)N
* frontier orbital gap: 9.42 eV
* LUMO: 0.0107 Eh

***

Most stable structure among those shown: entry B. Next: +4.448 eV.